# 1
Here is a 2-piece molecular cluster, C4H13NOS2 overall at a distorted geometry from OMol25. Energies are from ωB97M-V/def2-TZVPD.

Geometry as XYZ:
```
21
Properties=species:S:1:pos:R:3:mulliken_charge:R:1
C -0.54 -3.46 2.17 -0.852
S -0.62 -1.68 2.74 -0.104
S -0.44 -0.38 1.14 -0.101
C 1.24 -0.07 0.54 -0.655
C 1.18 0.28 -0.92 -0.015
C 0.39 -0.54 -2.04 -1.089
N 0.64 1.67 -0.94 -0.682
H -1.44 -3.77 1.66 0.304
H 0.31 -3.70 1.49 0.251
H -0.55 -4.14 2.97 0.353
H 1.72 0.62 1.20 0.392
H 1.96 -1.08 0.69 0.260
H 2.24 0.30 -1.18 0.465
H -0.09 -1.27 -1.66 0.444
H 1.10 -0.87 -2.75 0.305
H -0.46 0.17 -2.36 0.210
H 1.17 2.18 -1.80 0.256
H -0.49 1.67 -1.05 0.260
O -0.62 5.32 -5.22 -0.646
H -0.13 5.95 -4.65 0.325
H -1.54 5.43 -4.95 0.320
```

Computed properties:
- energy (hartree) = -1086.479699
- net charge = 0
- energy relative to the best compared isomer or geometry (same formula, charge and spin) (kcal/mol) = 63.75
- frontier orbital gap (Ha) = 0.3421



# 2
Here is a 2-piece molecular cluster, C4H13NOS2 overall at a distorted geometry from OMol25. Energies are from ωB97M-V/def2-TZVPD.

Geometry as XYZ:
```
21
Properties=species:S:1:pos:R:3:mulliken_charge:R:1
C 2.09 -0.33 1.83 -1.437
C 1.82 -0.55 0.33 -0.450
N 1.48 0.49 -0.65 -0.315
C 0.11 0.52 -0.90 -0.714
C -1.01 0.81 0.34 -0.625
S -2.68 1.40 -0.18 -0.005
S -3.31 2.57 1.40 -0.233
H 2.53 0.51 2.07 0.476
H 2.73 -1.04 2.24 0.404
H 1.21 -0.30 2.34 0.395
H 1.05 -1.38 0.26 0.225
H 2.63 -1.04 -0.16 0.434
H 1.84 1.42 -0.22 0.304
H -0.08 1.46 -1.53 0.343
H -0.42 -0.39 -1.19 0.354
H -1.24 -0.20 0.82 0.327
H -0.54 1.36 1.16 0.385
H -2.33 3.17 2.14 0.136
O -2.10 -2.56 -3.52 -0.623
H -2.60 -3.25 -3.14 0.312
H -1.18 -2.67 -3.45 0.308
```

Computed properties:
- energy (hartree) = -1086.461137
- net charge = 0
- energy relative to the best compared isomer or geometry (same formula, charge and spin) (kcal/mol) = 75.40
- frontier orbital gap (Ha) = 0.3104



# 3
Here is a 2-piece molecular cluster, C4H13NOS2 overall at a distorted geometry from OMol25. Energies are from ωB97M-V/def2-TZVPD.

Geometry as XYZ:
```
21
Properties=species:S:1:pos:R:3:mulliken_charge:R:1
C -3.31 0.34 2.09 -0.786
S -3.04 -1.14 1.11 -0.098
S -1.10 -1.29 0.75 -0.067
C -0.87 -0.84 -1.00 -0.919
C 0.52 -0.30 -1.30 0.946
C 0.70 1.17 -1.03 -1.491
N 1.50 -1.13 -0.63 -0.465
H -2.72 0.40 3.00 0.297
H -3.12 1.27 1.55 0.275
H -4.35 0.31 2.40 0.289
H -1.00 -1.76 -1.59 0.423
H -1.65 -0.25 -1.48 0.440
H 0.70 -0.38 -2.38 0.058
H 1.75 1.43 -0.86 0.354
H 0.30 1.49 -0.05 0.281
H 0.27 1.85 -1.76 0.371
H 1.26 -2.10 -0.56 0.153
H 2.45 -0.92 -0.40 -0.001
O 4.09 0.92 0.57 -0.636
H 3.23 0.58 0.31 0.256
H 4.41 0.33 1.25 0.319
```

Computed properties:
- energy (hartree) = -1086.546926
- net charge = 0
- energy relative to the best compared isomer or geometry (same formula, charge and spin) (kcal/mol) = 21.57
- frontier orbital gap (Ha) = 0.3417



# 4
Here is a 2-piece molecular cluster, C4H13NS overall at a distorted geometry from OMol25. Energies are from ωB97M-V/def2-TZVPD.

Geometry as XYZ:
```
19
Properties=species:S:1:pos:R:3:mulliken_charge:R:1
C -0.75 1.41 -3.69 -1.081
C -0.76 0.67 -2.36 -0.351
N 0.50 -0.11 -1.88 -0.584
H -1.36 2.28 -3.70 0.335
H 0.27 1.69 -3.93 0.320
H -1.17 0.82 -4.39 0.320
H -0.92 1.32 -1.55 0.349
H -1.59 -0.17 -2.23 0.256
H 0.88 -0.55 -2.68 0.215
H 1.27 0.59 -1.50 0.232
C -0.62 -0.36 4.13 -0.697
S 1.05 -1.07 3.90 -0.104
C 1.48 -1.36 2.10 -0.837
H -0.66 0.05 5.16 0.255
H -1.41 -1.26 4.11 0.223
H -0.87 0.34 3.35 0.267
H 2.06 -0.63 1.72 0.308
H 1.96 -2.38 1.98 0.293
H 0.63 -1.30 1.47 0.282
```

Computed properties:
- energy (hartree) = -613.066581
- net charge = 0
- energy relative to the best compared isomer or geometry (same formula, charge and spin) (kcal/mol) = 39.18
- frontier orbital gap (Ha) = 0.3384



# 5
Here is a 2-piece molecular cluster, C4H13NSi2 overall at a distorted geometry from OMol25. Energies are from ωB97M-V/def2-TZVPD.

Geometry as XYZ:
```
20
Properties=species:S:1:pos:R:3:mulliken_charge:R:1
C 3.08 0.28 0.33 -0.630
C 1.99 0.00 1.00 -0.233
Si 0.62 1.32 0.77 0.439
C 0.77 2.98 0.22 -0.801
N -0.80 0.67 1.45 -0.139
Si -1.21 -0.98 1.63 0.245
H 3.82 -0.51 0.22 0.257
H 3.04 1.27 -0.18 0.123
H 2.02 -0.78 1.73 0.368
H 1.82 3.38 -0.08 0.160
H -0.12 3.59 -0.03 0.240
H -1.41 1.45 1.49 0.245
H -0.44 -1.25 2.92 -0.091
H -0.22 -1.63 0.56 -0.065
H -2.62 -0.96 1.63 -0.116
C -2.06 -1.70 -2.71 -0.927
H -1.77 -1.90 -3.81 0.268
H -2.34 -0.73 -2.37 0.218
H -1.21 -2.07 -2.16 0.205
H -2.96 -2.43 -2.62 0.234
```

Computed properties:
- energy (hartree) = -793.839810
- net charge = 0
- energy relative to the best compared isomer or geometry (same formula, charge and spin) (kcal/mol) = 67.78
- frontier orbital gap (Ha) = 0.3012



# 6
Here is a 3-piece molecular cluster, C4H13O3 overall from OMol25. Energies are from ωB97M-V/def2-TZVPD.

Geometry as XYZ:
```
20
Properties=species:S:1:pos:R:3:mulliken_charge:R:1
C 0.01 -0.65 1.50 -0.686
O 0.73 0.46 1.88 -0.624
C -0.62 -0.52 0.09 -0.280
C -1.58 0.65 -0.03 -0.385
C -2.52 0.68 -1.23 -1.207
H 0.59 -1.59 1.45 0.294
H -0.75 -0.78 2.28 0.400
H -1.15 -1.46 -0.13 0.275
H 0.25 -0.46 -0.56 0.185
H -1.00 1.58 -0.01 0.248
H -2.17 0.73 0.89 0.326
H -3.22 1.51 -1.12 0.354
H -3.13 -0.22 -1.26 0.317
H -1.94 0.78 -2.15 0.300
H 2.88 -0.70 -0.57 0.435
H 3.19 -0.48 -2.04 0.250
O 2.79 -1.14 -1.46 -0.723
H 1.65 0.43 1.40 0.413
H 2.95 0.99 0.26 0.213
O 3.04 0.20 0.81 -1.107
```

Computed properties:
- energy (hartree) = -385.948123
- net charge = -1
- energy relative to the best compared isomer or geometry (same formula, charge and spin) (kcal/mol) = 0.85
- frontier orbital gap (Ha) = 0.2961



# 7
Here is a 2-piece molecular cluster, C4H13P3 overall at a distorted geometry from OMol25. Energies are from ωB97M-V/def2-TZVPD.

Geometry as XYZ:
```
20
Properties=species:S:1:pos:R:3:mulliken_charge:R:1
C -0.40 -2.04 1.39 -1.016
P 0.57 -1.50 -0.23 -0.012
P 0.87 0.40 0.61 0.174
C 1.59 1.27 -0.92 -1.112
P 2.78 0.07 1.60 -0.207
H -1.08 -1.18 1.70 0.342
H -1.06 -2.81 0.92 0.328
H 0.32 -2.47 2.07 0.368
H -0.45 -0.96 -1.01 -0.058
H 0.94 1.94 -1.44 0.310
H 2.37 1.84 -0.44 0.416
H 1.94 0.35 -1.47 0.326
H 2.12 -0.21 2.78 0.061
H 3.15 -1.28 1.16 0.059
C -2.08 1.24 -1.73 -0.451
C -2.40 0.97 -0.52 -0.383
H -1.77 0.38 -2.43 0.234
H -2.37 2.30 -2.14 0.211
H -2.25 -0.03 0.00 0.173
H -2.79 1.72 0.11 0.238
```

Computed properties:
- energy (hartree) = -1184.151128
- net charge = 0
- energy relative to the best compared isomer or geometry (same formula, charge and spin) (kcal/mol) = 48.82
- frontier orbital gap (Ha) = 0.3377



# 8
Here is C4H14F2InNO8S2 as an isolated structure at a distorted geometry from OMol25. Energies are from ωB97M-V/def2-TZVPD.

Geometry as XYZ:
```
32
Properties=species:S:1:pos:R:3:mulliken_charge:R:1
In -1.73 -0.16 -0.72 0.964
O -3.31 1.17 -4.03 -0.496
H -4.27 0.98 -4.01 0.296
O -3.26 -2.43 2.29 -0.417
H -3.16 -1.91 3.11 0.324
N 1.35 0.29 2.26 -0.151
S 1.87 1.42 3.14 1.067
O 3.18 2.00 2.72 -0.518
O 1.52 1.58 4.50 -0.503
F 0.86 2.51 2.41 -0.324
S 2.40 -0.75 3.11 1.079
O 2.09 -1.26 4.44 -0.538
O 3.81 -0.62 2.83 -0.507
F 2.05 -2.09 2.26 -0.268
C -0.37 6.53 -1.83 -0.922
C -1.50 5.62 -1.21 -0.275
O -1.23 4.32 -1.67 -0.511
H 0.65 6.17 -1.76 0.291
H -0.54 7.54 -1.47 0.307
H -0.45 6.53 -2.92 0.291
H -2.55 5.80 -1.41 0.285
H -1.42 5.57 -0.13 0.230
H -1.49 4.24 -2.59 0.299
C 0.67 -6.72 -0.64 -1.114
C 0.98 -5.38 -1.45 -0.208
O -0.12 -4.54 -1.07 -0.497
H -0.31 -7.09 -0.95 0.375
H 0.75 -6.36 0.39 0.307
H 1.46 -7.44 -0.83 0.323
H 0.98 -5.50 -2.53 0.235
H 1.93 -4.86 -1.33 0.291
H -0.84 -5.17 -0.92 0.285
```

Computed properties:
- energy (hartree) = -2003.145145
- net charge = 0
- energy relative to the best compared isomer or geometry (same formula, charge and spin) (kcal/mol) = 170.10
- frontier orbital gap (Ha) = 0.0697



> Among the records above, which one has the lowest frontier orbital gap?

C4H14F2InNO8S2



> Which formula does entry 4 have?

C4H13NS



> Look up the energy relative to the best compared isomer or geometry (same formula, charge and spin) of the third one.

21.57 kcal/mol



> frontier orbital gap of number 1 (C4H13NOS2)?

0.3421 Ha